No. 1
The following is a DFT calculation (wB97M-V/def2-TZVPD) of an isolated molecule of C3H4ClNS at a distorted geometry.

```
10
Properties=species:S:1:pos:R:3:forces:R:3:nbo_charge:R:1
C -0.75324 0.77680 -0.25368 3.189 -0.917 -0.782 -0.069
C 1.43464 -0.23327 0.17570 1.036 1.997 -0.738 -0.427
C -1.58685 -0.27641 -0.08996 1.028 -0.799 1.032 -0.221
N 0.60291 0.82056 -0.40479 -0.559 -0.532 1.269 -0.303
S 3.28791 0.10254 0.07640 -1.538 -0.080 0.209 0.095
Cl -3.21892 0.00270 0.14138 -1.081 -0.106 -0.066 0.068
H -1.14125 1.69786 -0.49240 -1.333 2.041 -0.418 0.200
H 1.19397 -0.52591 1.17724 -0.252 0.017 0.699 0.219
H 1.39229 -1.08558 -0.42977 -0.205 -1.708 -1.025 0.224
H -1.21144 -1.27928 0.09990 -0.286 0.088 -0.179 0.213
```
Positions in Å, forces in eV/Å.

frontier orbital gap (alpha / beta) = 8.121 / 7.031 eV
relative energy (zero: lowest compared OMol25 entry of this formula, charge and spin) = 317.8 kJ/mol

***

No. 2
The following is a DFT calculation (wB97M-V/def2-TZVPD) of a structure of composition C3H4CrO4 at a distorted geometry.

```
12
Properties=species:S:1:pos:R:3:forces:R:3:lowdin_spin:R:1
C 0.74399 0.48738 0.49000 -1.102 2.962 0.297 0.034
O 1.94784 0.52011 0.68444 -1.056 -1.012 -0.742 0.096
O -0.20284 0.65135 1.45764 1.244 -0.745 -0.088 0.021
C -1.41167 0.80448 0.82285 -0.505 -1.216 -0.938 0.002
O 0.18265 0.72380 -0.67966 0.258 -1.594 -0.153 0.011
C -1.19149 0.68166 -0.49440 -0.481 1.690 0.536 0.001
Cr 3.31256 0.89105 1.95126 1.135 0.233 0.965 4.835
H -1.81632 0.82470 -1.36815 0.207 -0.224 0.222 0.000
H -2.31208 0.79898 1.42765 0.344 0.137 -0.145 0.000
O 0.41919 -1.94677 -1.73168 -1.197 0.523 0.588 0.000
H -0.49483 -1.80749 -1.37127 1.281 -0.552 -0.540 0.000
H 0.82299 -2.62925 -1.18868 -0.128 -0.201 -0.004 0.000
```
Positions in Å, forces in eV/Å.

2S+1 = 6
total charge = +1
frontier orbital gap (alpha / beta) = 8.077 / 9.860 eV
relative energy (zero: lowest compared OMol25 entry of this formula, charge and spin) = 0.0 kJ/mol

***

No. 3
The following is a DFT calculation (wB97M-V/def2-TZVPD) of a structure of composition C3H4CuO3 at a distorted geometry.

```
11
Properties=species:S:1:pos:R:3:forces:R:3:lowdin_spin:R:1
O 0.36515 -1.01343 0.84383 0.149 1.056 0.551 0.113
C -0.94885 -0.88706 0.41509 0.674 -1.022 -2.029 0.431
C 0.93427 0.33323 0.82443 -0.420 -0.769 0.087 0.014
O -1.57387 -1.93128 0.02736 0.158 1.303 0.137 0.112
O -0.91079 0.16892 -0.58258 -0.670 -0.269 0.509 0.082
C 0.27033 0.94153 -0.41196 0.335 0.279 -0.082 0.017
Cu -1.73181 -1.56764 -2.02481 0.161 -0.058 0.856 0.217
H 2.02314 0.24999 0.74362 -0.332 -0.069 0.042 0.002
H 0.66098 0.87433 1.74387 0.077 -0.246 -0.246 0.004
H 0.90589 0.83334 -1.30283 -0.221 0.035 0.214 0.006
H 0.00555 1.99806 -0.27602 0.090 -0.240 -0.039 0.002
```
Positions in Å, forces in eV/Å.

2S+1 = 2
frontier orbital gap (alpha / beta) = 5.307 / 8.470 eV
relative energy (zero: lowest compared OMol25 entry of this formula, charge and spin) = 133.4 kJ/mol

***

No. 4
The following is a DFT calculation (wB97M-V/def2-TZVPD) of a structure of composition C3H4CuO3 at a distorted geometry.

```
11
Properties=species:S:1:pos:R:3:forces:R:3:lowdin_spin:R:1
O -1.40695 1.24618 -1.56051 -1.162 1.047 -0.294 0.015
C -1.87918 2.30897 -1.40972 0.899 0.199 -0.837 0.001
O -2.22574 3.40497 -1.39200 -0.354 -0.313 0.421 0.001
C 1.10399 -1.02170 -0.21978 -0.176 -0.154 0.960 0.230
C 0.61226 -0.84655 1.23440 1.057 -0.429 1.145 0.012
O -0.72746 -0.34288 1.26822 0.371 -0.233 -0.959 0.254
Cu -0.74103 -0.32701 -0.58140 0.852 -0.706 0.266 0.438
H 1.98142 -0.39579 -0.44841 -0.680 0.094 -0.199 0.022
H 1.36025 -2.06646 -0.45754 -0.523 0.385 -0.106 0.022
H 1.27303 -0.14788 1.78748 -0.237 -0.194 -0.196 0.002
H 0.64939 -1.81185 1.77926 -0.047 0.304 -0.200 0.002
```
Positions in Å, forces in eV/Å.

2S+1 = 2
frontier orbital gap (alpha / beta) = 8.209 / 7.768 eV
relative energy (zero: lowest compared OMol25 entry of this formula, charge and spin) = 72.4 kJ/mol